C22H35NO3P2SW | wB97M-V/def2-TZVPD

Output
<S²>: 2.02
Frontier orbital gap (alpha / beta), eV: 5.57 / 5.82
Spin multiplicity: 3
Electronic energy, eV: -62231.2884
Charge: +2
Relative energy (zero: lowest compared OMol25 entry of this formula, charge and spin), kJ/mol: 0.0

The geometry in XYZ format:
```
65
C22H35NO3P2SW, DFT wB97M-V/def2-TZVPD
P 3.77 3.23 -2.44
P 0.47 3.70 -4.51
C 3.25 3.67 -4.13
C 2.04 4.57 -4.36
H 3.18 2.71 -4.66
H 4.12 4.18 -4.59
H 1.96 5.31 -3.56
H 2.16 5.09 -5.32
C 0.54 2.92 -6.14
H -0.30 2.24 -6.26
H 1.47 2.36 -6.28
H 0.47 3.66 -6.95
C -0.73 5.05 -4.52
H -0.78 5.53 -5.51
H -0.44 5.80 -3.77
H -1.71 4.64 -4.25
C 5.47 2.73 -2.89
H 5.98 2.22 -2.07
H 6.06 3.61 -3.18
H 5.43 2.06 -3.76
C 3.83 4.69 -1.37
H 3.00 5.38 -1.58
H 4.76 5.26 -1.51
H 3.80 4.43 -0.30
W 0.36 1.02 0.01
C -1.27 1.71 -1.49
C -0.55 0.92 -2.37
C 0.73 1.24 -3.03
C 2.01 0.77 -2.26
C 2.81 1.88 -1.56
C 1.84 2.48 -0.54
C 0.69 3.38 -1.00
C -0.76 2.93 -0.75
C 1.50 0.40 1.66
H -2.30 1.45 -1.27
H -1.05 0.00 -2.71
H 0.80 2.34 -3.31
H 0.78 0.73 -4.02
H 1.68 0.00 -1.49
H 2.64 0.20 -2.97
H 3.63 1.38 -1.02
H 2.33 2.92 0.34
H 0.81 3.70 -2.04
H 0.80 4.33 -0.44
H -0.91 2.74 0.35
H -1.43 3.78 -0.94
H 0.80 0.61 2.50
H 2.38 1.06 1.72
H 1.78 -0.66 1.68
O -3.69 0.12 1.29
S -2.47 -0.32 1.94
O -2.01 0.20 3.21
N -1.07 -0.34 0.66
C -0.84 -1.64 0.22
O -0.15 -1.95 -0.77
C -1.53 -2.63 1.08
C -1.27 -4.00 1.03
C -1.88 -4.83 1.96
C -2.80 -4.32 2.89
C -3.10 -2.95 2.88
C -2.43 -2.11 1.99
H -0.58 -4.39 0.27
H -1.66 -5.89 1.97
H -3.28 -4.98 3.62
H -3.84 -2.53 3.55
```

C22H36B2EuF4N7O4SSe | wB97M-V/def2-TZVPD

Output
<S²>: 12.03
Frontier orbital gap (alpha / beta), eV: 5.80 / 5.29
Spin multiplicity: 7
Electronic energy, eV: -149737.1305
Charge: +2

The geometry in XYZ format:
```
78
C22H36B2EuF4N7O4SSe, DFT wB97M-V/def2-TZVPD
Eu -0.82 -0.31 -0.18
C -4.07 -1.71 -3.38
C -3.28 -1.06 -2.30
N -2.33 -1.59 -1.65
O -1.78 -2.80 -1.95
B -1.54 -3.66 -0.81
F -2.76 -4.21 -0.30
F -0.51 -4.50 -1.07
O -1.12 -2.71 0.42
N -1.80 -0.95 2.07
C -2.21 -0.12 2.97
C -2.72 -0.45 4.30
C -2.11 1.31 2.60
N -1.74 1.53 1.39
O -1.82 2.80 0.96
B -1.44 2.87 -0.50
F -0.34 1.85 -0.53
F -1.04 4.09 -0.73
O -2.39 2.37 -1.45
N -2.45 1.00 -1.51
C -3.46 0.43 -2.07
C -4.60 1.17 -2.69
C -2.46 2.41 3.57
H -3.87 -2.79 -3.33
H -3.80 -1.31 -4.35
H -5.12 -1.60 -3.20
H -3.19 -1.42 4.42
H -3.39 0.33 4.65
H -1.86 -0.38 4.99
H -4.37 2.23 -2.59
H -5.54 0.98 -2.21
H -4.68 0.94 -3.73
H -2.06 2.20 4.55
H -3.54 2.54 3.63
H -2.00 3.32 3.18
C 5.07 -0.96 0.57
C 4.78 0.18 1.52
C 4.27 1.47 0.86
C 2.77 1.56 0.89
N 2.12 0.49 0.11
C 1.93 0.52 -1.24
S 1.17 -0.87 -1.94
N 2.23 1.52 -2.05
C 2.92 2.84 -2.01
C 3.60 3.03 -3.38
C 2.67 3.35 -4.55
C 1.51 2.39 -4.89
H 5.43 -1.85 1.07
H 5.87 -0.71 -0.15
H 4.23 -1.24 -0.05
H 5.64 0.41 2.15
H 4.01 -0.16 2.24
H 4.69 1.54 -0.13
H 4.66 2.30 1.41
H 2.38 2.48 0.50
H 2.38 1.43 1.92
H 2.41 -0.44 0.38
H 1.95 1.29 -2.98
H 3.66 2.81 -1.20
H 2.21 3.61 -1.74
H 4.17 2.15 -3.61
H 4.29 3.84 -3.25
H 3.25 3.50 -5.44
H 2.23 4.31 -4.29
H 1.82 1.37 -5.10
H 1.01 2.81 -5.78
H 0.79 2.35 -4.09
Se -2.20 -2.76 1.76
C -1.32 -3.89 3.03
C -2.13 -4.38 4.02
C -1.50 -5.23 4.92
N -0.20 -5.51 4.87
C 0.54 -5.04 3.85
C 0.04 -4.19 2.91
H -3.21 -4.22 4.11
H -2.10 -5.61 5.74
H 1.56 -5.41 3.80
H 0.60 -3.88 2.03
```

C22H36B3NO18 | wB97M-V/def2-TZVPD

Output
Frontier orbital gap, eV: 10.03
Electronic energy, eV: -63779.4123
Charge: 0

The geometry in XYZ format:
```
80
C22H36B3NO18, DFT wB97M-V/def2-TZVPD
C -1.65 -3.17 -0.40
C -1.20 -2.83 -1.83
C -2.28 -3.13 -2.89
C -2.45 -1.98 -3.90
B -3.26 -0.79 -3.29
O -2.61 0.25 -2.64
B -3.55 1.04 -2.00
O -4.61 0.47 -1.34
B -5.12 -0.59 -2.05
C -6.10 -1.62 -1.38
C -6.82 -2.54 -2.33
C -8.31 -2.62 -2.17
N -6.29 -3.27 -3.21
O -4.65 -0.71 -3.35
H -2.71 -3.39 -0.35
H -1.51 -2.29 0.22
H -1.08 -3.99 0.00
H -0.88 -1.80 -1.91
H -0.34 -3.45 -2.06
H -3.21 -3.44 -2.44
H -1.93 -3.98 -3.47
H -1.47 -1.60 -4.17
H -2.90 -2.37 -4.81
H -3.44 2.22 -2.09
H -6.85 -1.04 -0.85
H -5.53 -2.21 -0.67
H -8.50 -3.36 -1.40
H -8.75 -1.68 -1.85
H -8.76 -3.00 -3.07
H -5.28 -3.14 -3.20
C -0.68 3.32 -2.12
C -0.61 3.99 -0.76
O 0.75 3.76 -0.38
C 1.48 3.56 -1.50
O 2.67 3.50 -1.54
O 0.67 3.44 -2.58
H -1.36 3.82 -2.80
H -0.94 2.27 -2.05
H -0.78 5.07 -0.82
H -1.29 3.55 -0.04
C 5.89 3.12 -2.41
C 5.95 3.76 -1.04
O 7.31 3.52 -0.65
C 8.05 3.35 -1.77
O 9.23 3.29 -1.80
O 7.24 3.25 -2.86
H 5.21 3.64 -3.08
H 5.62 2.07 -2.37
H 5.78 4.84 -1.07
H 5.26 3.31 -0.33
C 0.81 2.57 3.06
C 0.47 2.24 4.49
O -0.96 2.42 4.52
C -1.42 2.27 3.26
O -2.57 2.20 2.96
O -0.40 2.22 2.37
H 1.65 2.01 2.68
H 1.00 3.64 2.91
H 0.70 1.21 4.75
H 0.95 2.90 5.21
C 3.14 3.42 9.03
C 2.51 2.07 8.76
O 2.45 2.04 7.33
C 3.39 2.89 6.85
O 3.69 2.97 5.70
O 3.92 3.63 7.85
H 3.77 3.43 9.91
H 2.39 4.21 9.11
H 3.14 1.24 9.10
H 1.52 1.96 9.19
C 3.44 -5.61 -2.17
C 3.01 -6.95 -2.74
O 1.78 -7.19 -2.05
C 1.28 -5.99 -1.66
O 0.19 -5.83 -1.21
O 2.19 -5.01 -1.84
H 3.99 -5.00 -2.89
H 4.04 -5.71 -1.26
H 2.82 -6.91 -3.81
H 3.72 -7.75 -2.53
```

C22H36Br3MgN4S2Si2Te | wB97M-V/def2-TZVPD

Output
Frontier orbital gap, eV: 7.17
Electronic energy, eV: -289649.4525
Charge: +1
Relative energy (zero: lowest compared OMol25 entry of this formula, charge and spin), kJ/mol: 0.0

The geometry in XYZ format:
```
71
C22H36Br3MgN4S2Si2Te, DFT wB97M-V/def2-TZVPD
Mg -0.71 -0.03 -0.96
C -4.40 -4.30 0.09
S -2.84 -4.37 -0.81
C -2.24 -2.75 -0.69
S -0.75 -2.48 -1.51
N -2.96 -1.89 0.02
N -2.48 -0.62 -0.06
C -3.01 0.29 0.67
C -2.56 1.68 0.44
C -3.23 2.76 1.00
C -2.83 4.04 0.66
C -1.78 4.23 -0.23
C -1.14 3.11 -0.72
N -1.51 1.86 -0.40
H -4.75 -5.33 0.13
H -4.24 -3.91 1.09
H -5.12 -3.68 -0.45
H -3.80 0.06 1.38
H -4.05 2.58 1.67
H -3.35 4.90 1.07
H -1.46 5.21 -0.53
H -0.29 3.20 -1.39
Br -3.86 1.16 -2.88
C -4.10 0.07 -4.45
Br -2.86 -1.39 -4.53
H -3.96 0.70 -5.31
H -5.10 -0.34 -4.40
Br -0.84 1.51 -6.45
C 0.21 0.73 -5.10
C 1.33 -0.01 -5.41
C 2.04 -0.59 -4.37
C 1.61 -0.40 -3.07
N 0.53 0.33 -2.77
C -0.16 0.90 -3.79
H 1.63 -0.15 -6.44
H 2.92 -1.18 -4.56
H 2.13 -0.87 -2.24
H -1.03 1.49 -3.54
C 4.42 1.71 1.52
Si 2.83 2.67 1.45
C 2.85 4.05 2.68
C 2.52 3.29 -0.28
C 1.39 1.52 1.90
Te 1.42 -0.31 0.79
C 0.32 -1.55 2.16
Si 1.33 -3.06 2.72
C 2.85 -2.44 3.59
C 1.80 -4.04 1.22
C 0.29 -4.08 3.86
H 5.28 2.38 1.44
H 4.49 0.97 0.71
H 4.50 1.18 2.47
H 3.65 4.77 2.46
H 3.01 3.66 3.69
H 1.90 4.60 2.67
H 3.41 3.77 -0.69
H 1.71 4.03 -0.28
H 2.24 2.47 -0.96
H 0.42 1.99 1.74
H 1.47 1.23 2.96
H -0.61 -1.83 1.67
H 0.09 -0.90 3.01
H 3.46 -1.82 2.93
H 3.46 -3.28 3.92
H 2.58 -1.85 4.48
H 2.47 -3.48 0.56
H 0.91 -4.32 0.64
H 2.32 -4.96 1.51
H -0.04 -3.50 4.74
H 0.87 -4.94 4.22
H -0.60 -4.46 3.35
```

C22H36F5GeMnO5Se | wB97M-V/def2-TZVPD

Output
<S²>: 8.75
Frontier orbital gap (alpha / beta), eV: 8.43 / 8.19
Spin multiplicity: 6
Electronic energy, eV: -200402.1469
Charge: +1
Relative energy (zero: lowest compared OMol25 entry of this formula, charge and spin), kJ/mol: 0.0

The geometry in XYZ format:
```
71
C22H36F5GeMnO5Se, DFT wB97M-V/def2-TZVPD
Mn -0.66 0.13 0.17
C -0.45 -0.61 -3.68
C 0.07 0.77 -3.32
C 1.58 0.84 -3.50
C -0.60 1.81 -4.21
O -0.25 1.01 -1.93
Ge -0.90 2.61 -1.17
O -2.17 1.45 -0.25
C -3.58 1.33 -0.51
C -4.17 0.47 0.61
C -4.20 2.72 -0.50
C -3.79 0.64 -1.85
O 0.15 2.01 0.39
C 1.52 2.35 0.67
C 1.62 2.71 2.15
C 1.95 3.54 -0.18
C 2.40 1.14 0.35
H -0.21 -0.86 -4.71
H -1.53 -0.66 -3.55
H 0.00 -1.38 -3.04
H 1.86 0.61 -4.52
H 2.08 0.12 -2.84
H 1.95 1.84 -3.26
H -0.40 1.60 -5.26
H -0.23 2.81 -4.00
H -1.68 1.80 -4.07
H -4.19 1.02 1.55
H -3.58 -0.43 0.73
H -5.19 0.17 0.36
H -3.91 3.25 0.40
H -5.29 2.65 -0.53
H -3.87 3.30 -1.37
H -3.32 -0.35 -1.85
H -3.34 1.23 -2.66
H -4.85 0.52 -2.07
H 0.86 3.44 2.41
H 2.61 3.12 2.37
H 1.48 1.82 2.77
H 1.32 4.41 0.03
H 1.87 3.31 -1.25
H 2.99 3.81 0.02
H 2.01 0.26 0.88
H 3.43 1.29 0.68
H 2.39 0.94 -0.72
F 5.54 -5.65 2.42
C 4.31 -5.18 2.25
C 3.50 -5.73 1.27
F 3.95 -6.71 0.51
C 2.22 -5.24 1.10
F 1.46 -5.77 0.15
C 1.74 -4.19 1.88
Se -0.04 -3.56 1.73
C 2.58 -3.65 2.85
F 2.18 -2.64 3.61
C 3.86 -4.14 3.04
F 4.65 -3.61 3.97
C 1.34 -2.54 -0.66
C 0.11 -2.49 0.18
O -0.89 -1.87 -0.17
H 1.31 -3.47 -1.24
H 2.25 -2.55 -0.06
H 1.36 -1.70 -1.35
C -1.82 1.53 3.31
C -1.63 0.04 3.23
O -0.50 -0.34 2.40
H -2.75 1.77 3.82
H -1.85 1.97 2.30
H -1.00 2.00 3.86
H -2.49 -0.45 2.78
H -1.48 -0.40 4.22
H 0.30 -0.01 2.83
```

C22H36F6MnO14 | wB97M-V/def2-TZVPD

Output
<S²>: 12.01
Frontier orbital gap (alpha / beta), eV: 8.76 / 4.28
Spin multiplicity: 7
Electronic energy, eV: -99678.9433
Charge: +1

The geometry in XYZ format:
```
79
C22H36F6MnO14, DFT wB97M-V/def2-TZVPD
Mn 0.32 -0.23 -0.31
C 1.20 2.67 -2.11
O 1.25 3.62 -1.09
O 1.20 1.39 -1.46
C 0.11 2.98 -3.26
F 0.70 3.73 -4.17
F -0.42 1.92 -3.82
F -0.88 3.68 -2.86
C 1.56 4.97 -1.31
C 2.13 5.66 -0.08
H 1.38 5.61 0.70
H 3.06 5.19 0.22
H 2.28 6.74 -0.16
H 0.63 5.52 -1.47
H 2.20 5.18 -2.17
H 2.15 2.71 -2.65
C -1.48 -2.41 1.86
O -1.17 -3.85 1.70
O -0.67 -1.65 1.00
C -3.08 -2.26 1.90
F -3.40 -1.03 2.41
F -3.74 -2.23 0.69
F -3.73 -3.13 2.61
C -0.21 -4.35 2.65
C 0.33 -5.77 2.28
H 0.81 -5.59 1.31
H 1.05 -5.93 3.08
H -0.54 -6.43 2.26
H -0.57 -4.20 3.67
H 0.70 -3.75 2.75
H -1.35 -2.20 2.93
C 4.00 -1.66 -2.44
O 3.19 -2.81 -2.26
C 1.98 -2.68 -1.83
O 1.62 -1.73 -1.22
O 1.36 -3.82 -2.07
C 0.06 -4.17 -1.58
H 3.47 -1.07 -3.18
H 4.89 -2.07 -2.91
H 4.17 -1.02 -1.57
H 0.07 -4.29 -0.49
H -0.21 -5.15 -1.98
H -0.69 -3.42 -1.83
C 0.59 0.27 3.74
O 1.60 1.17 3.52
C 2.01 1.27 2.26
O 1.56 0.65 1.27
O 2.95 2.24 2.17
C 3.72 2.36 0.98
H -0.07 0.20 2.88
H 0.06 0.39 4.68
H 0.95 -0.75 3.66
H 4.42 3.20 0.91
H 3.10 2.45 0.09
H 4.02 1.37 0.65
O -1.19 1.21 0.56
C -1.48 2.09 1.41
O -2.45 1.96 2.36
C -2.64 3.17 3.13
C -1.21 3.85 3.03
C -0.87 3.54 1.58
H -3.04 3.07 4.14
H -3.42 3.79 2.69
H -0.48 3.66 3.81
H -1.28 4.94 3.06
H 0.20 3.61 1.36
H -1.27 4.32 0.94
O -1.06 -0.69 -1.72
C -1.81 -1.34 -2.53
O -1.48 -1.35 -3.84
C -2.38 -2.19 -4.54
C -3.20 -2.95 -3.43
C -3.04 -2.17 -2.16
H -1.81 -2.93 -5.10
H -2.94 -1.45 -5.11
H -2.79 -3.95 -3.32
H -4.23 -3.23 -3.66
H -2.87 -2.89 -1.36
H -3.90 -1.58 -1.84
```

Question: Which of these has the lowest electronic energy?
Answer: C22H36Br3MgN4S2Si2Te